{"formula": "C88H154N22", "method": "wB97M-V/def2-TZVPD", "symbols": ["N", "N", "N", "N", "N", "N", "N", "N", "N", "N", "N", "N", "N", "N", "N", "N", "N", "N", "N", "N", "N", "N", "C", "C", "C", "C", "C", "C", "C", "C", "C", "C", "C", "C", "C", "C", "C", "C", "C", "C", "C", "C", "C", "C", "C", "C", "C", "C", "C", "C", "C", "C", "C", "C", "C", "C", "C", "C", "C", "C", "C", "C", "C", "C", "C", "C", "C", "C", "C", "C", "C", "C", "C", "C", "C", "C", "C", "C", "C", "C", "C", "C", "C", "C", "C", "C", "C", "C", "C", "C", "C", "C", "C", "C", "C", "C", "C", "C", "C", "C", "C", "C", "C", "C", "C", "C", "C", "C", "C", "C", "H", "H", "H", "H", "H", "H", "H", "H", "H", "H", "H", "H", "H", "H", "H", "H", "H", "H", "H", "H", "H", "H", "H", "H", "H", "H", "H", "H", "H", "H", "H", "H", "H", "H", "H", "H", "H", "H", "H", "H", "H", "H", "H", "H", "H", "H", "H", "H", "H", "H", "H", "H", "H", "H", "H", "H", "H", "H", "H", "H", "H", "H", "H", "H", "H", "H", "H", "H", "H", "H", "H", "H", "H", "H", "H", "H", "H", "H", "H", "H", "H", "H", "H", "H", "H", "H", "H", "H", "H", "H", "H", "H", "H", "H", "H", "H", "H", "H", "H", "H", "H", "H", "H", "H", "H", "H", "H", "H", "H", "H", "H", "H", "H", "H", "H", "H", "H", "H", "H", "H", "H", "H", "H", "H", "H", "H", "H", "H", "H", "H", "H", "H", "H", "H", "H", "H", "H", "H", "H", "H", "H", "H", "H", "H", "H", "H", "H", "H", "H", "H", "H", "H", "H", "H"], "xyz": [[0.58, -7.36, 1.46], [2.18, 5.82, -5.25], [-4.53, 6.29, 1.36], [-3.43, -0.40, 7.25], [3.64, 6.14, -0.18], [8.41, -1.96, 6.72], [-2.20, 0.70, -0.58], [-0.92, -3.88, 0.06], [1.70, 1.46, 7.43], [1.18, -0.87, -7.59], [-4.57, -2.62, 0.22], [-9.01, 3.16, 3.66], [2.26, 2.03, -3.63], [3.13, 2.27, 0.26], [6.40, 3.04, -6.90], [4.68, -3.24, -2.97], [-1.08, 0.36, 4.26], [6.19, 1.25, 2.46], [-1.16, -2.77, -5.51], [3.35, -5.43, 3.63], [-5.40, -5.41, 4.53], [-7.55, 3.24, -1.86], [-3.59, 5.41, -1.83], [0.68, 5.29, -2.15], [-3.84, -2.40, 1.08], [2.28, -5.16, 3.32], [-1.32, -3.34, -0.87], [4.15, 2.32, -0.26], [0.91, -4.66, 3.07], [-6.09, 1.84, 1.67], [-1.11, 1.70, -4.15], [5.11, -0.14, -6.85], [-7.95, 2.22, -2.19], [0.11, -1.49, 7.17], [3.08, 5.16, -4.95], [2.56, -3.01, -7.09], [2.63, 1.33, 3.85], [-2.49, -4.90, -3.11], [5.47, -1.41, 4.89], [5.48, 5.43, -4.34], [4.29, 4.47, -4.54], [1.53, -6.55, -1.85], [1.34, 1.75, -4.25], [1.70, -2.27, 3.57], [2.13, -5.22, -1.36], [-3.14, 6.49, -0.82], [-0.22, -0.24, 8.05], [-8.29, 0.89, -2.70], [-2.34, -6.10, 2.58], [5.09, -1.12, -1.53], [-3.58, -6.44, 1.80], [-0.89, 1.44, 4.59], [1.83, -1.79, -7.44], [-3.89, 6.38, 0.42], [1.98, -3.64, -5.80], [5.98, 3.87, -0.95], [-0.05, 0.71, 0.92], [5.47, 2.02, 2.88], [5.52, -1.46, -0.11], [-7.00, 0.24, -3.16], [-1.87, -2.72, -2.09], [1.29, 5.13, 0.33], [-3.53, -3.23, -7.97], [-3.40, 3.98, -1.35], [-0.84, 3.52, 3.35], [-4.64, -1.40, 3.83], [6.47, 1.92, -7.08], [0.46, -7.20, 0.33], [-6.67, 1.11, 5.68], [6.97, -1.04, 4.75], [-5.11, -6.19, 3.74], [0.29, -7.04, -1.12], [-3.71, 0.50, 6.61], [-0.67, 2.87, 4.75], [4.88, -2.29, -2.36], [-4.66, -7.11, 2.70], [-2.91, -2.18, 2.18], [2.62, 5.67, 0.10], [-5.98, 0.01, -2.09], [0.13, 1.40, -5.01], [-4.54, -2.50, -7.11], [-6.43, 3.27, 1.38], [-2.95, -3.51, -2.73], [-5.57, 2.08, 6.03], [7.78, -1.55, 5.86], [1.85, -2.65, -4.66], [5.44, 2.44, -0.95], [4.65, 0.27, -5.46], [6.50, 4.38, 0.37], [0.75, -3.38, 3.97], [-3.59, -2.43, 3.52], [4.91, -0.94, 6.21], [3.61, 2.30, 4.46], [4.43, -2.08, 0.72], [-2.23, 3.34, 2.80], [-8.02, 3.54, 3.25], [-2.14, -2.60, -7.94], [0.85, 0.76, 7.76], [-2.43, 1.37, -4.79], [-1.30, 0.76, 0.14], [0.82, 4.39, -0.92], [0.83, -0.43, 0.44], [1.27, -2.28, 7.77], [1.10, -0.34, -1.06], [-4.12, 1.68, 5.83], [5.29, 6.67, -3.47], [-1.56, -2.68, -6.60], [4.56, 3.02, 3.47], [-6.76, 4.01, 2.63], [6.46, 0.47, -7.29], [-6.90, 1.36, 2.25], [2.01, 1.83, 3.11], [-0.53, -6.35, -1.23], [0.98, -3.95, -6.10], [0.95, -2.86, 8.66], [-3.28, -5.44, -3.66], [-1.56, -4.82, -3.66], [2.02, 0.92, 4.66], [4.55, 3.78, -5.35], [-2.25, -1.73, -1.80], [4.37, 0.16, -7.58], [-0.14, 3.18, 2.61], [0.05, 1.93, -5.95], [-4.64, 5.59, -2.14], [-5.68, 3.02, 5.46], [-2.22, -5.50, -2.25], [2.77, -2.50, 3.69], [0.21, -5.44, 3.42], [-3.92, 3.69, -0.45], [-1.59, -5.59, 1.96], [-3.02, 3.79, 3.40], [-3.86, -3.33, -8.98], [-2.14, -1.56, -8.27], [-6.28, -0.75, -1.40], [6.43, -2.11, -0.12], [0.14, 0.33, -5.23], [5.40, -2.51, 4.89], [-5.97, 3.82, 3.38], [-4.87, -1.56, -7.54], [7.12, 0.02, 4.63], [-1.91, -7.00, 3.05], [1.28, -6.38, -2.91], [2.07, -1.63, 8.06], [2.59, -4.50, -5.51], [5.93, -0.61, -2.01], [4.11, -3.03, 0.29], [3.82, -1.06, 6.29], [4.10, 3.84, -3.67], [0.46, 1.66, 0.67], [6.29, 4.86, -3.87], [0.26, -1.22, 6.13], [7.44, 3.90, 0.66], [6.73, 3.92, -1.75], [2.25, -7.37, -1.86], [6.13, 1.77, -0.44], [-5.21, 1.80, 2.31], [3.96, 3.39, 2.65], [0.18, -0.35, -1.63], [-0.78, -2.13, 7.13], [-5.55, 3.73, 0.93], [-2.47, -1.17, 2.15], [-0.08, -8.01, -1.44], [-4.05, -5.55, 1.39], [-0.09, 6.04, -2.02], [6.64, 0.20, -8.33], [-0.60, 4.59, 3.46], [-4.19, -0.40, 3.85], [-3.86, 1.51, 4.77], [0.76, -4.45, 2.02], [5.42, -1.47, 7.01], [-5.04, -1.50, 4.84], [1.55, 3.63, -1.18], [-3.39, -7.09, 0.95], [-2.05, 6.40, -0.64], [-6.92, 5.09, 2.54], [-6.61, 0.89, -3.93], [-1.04, 1.14, -3.21], [5.31, 2.15, -2.00], [-7.17, 3.43, 0.62], [-0.28, -3.04, 3.88], [5.19, 3.74, 3.97], [-3.43, 2.49, 6.15], [-5.48, -1.39, 3.16], [1.62, 0.58, -1.32], [7.26, 0.08, -6.65], [-0.17, 4.06, -0.69], [2.42, -5.37, -0.31], [-2.99, 5.52, -2.75], [-5.67, 2.42, 7.06], [4.80, -2.20, 1.73], [-7.62, 1.52, 5.97], [2.59, -3.73, -7.90], [-5.51, -7.47, 2.14], [-3.81, -3.50, -2.04], [5.04, 0.14, 6.38], [4.20, 1.74, 5.18], [0.62, 5.90, 0.72], [5.20, 4.57, -1.27], [1.44, -1.39, 4.20], [-2.55, -5.43, 3.40], [-6.48, 0.13, 6.16], [-3.26, 7.48, -1.26], [1.47, 4.41, 1.14], [3.65, -0.05, -5.19], [-1.17, 2.74, -3.86], [-3.76, 3.31, -2.15], [-8.81, 0.28, -1.97], [7.31, -1.49, 3.80], [-7.21, -0.73, -3.57], [5.21, -1.20, -7.00], [4.73, 1.35, -5.31], [0.53, 4.74, -3.06], [-2.29, 3.82, 1.82], [0.30, 3.06, 5.21], [-5.83, 0.93, -1.52], [0.34, -1.37, 0.70], [1.80, -0.38, 0.97], [-2.46, 0.30, -5.09], [-9.00, 1.05, -3.52], [5.28, -0.15, -4.67], [5.80, 5.73, -5.33], [-2.07, -2.87, 2.04], [1.53, -1.91, 2.54], [4.96, -1.00, 4.01], [-1.07, -2.52, -2.79], [-1.49, -3.04, -8.69], [3.58, -2.65, -6.90], [4.21, -0.48, -1.52], [5.83, 4.25, 1.23], [-0.29, -0.53, 9.11], [5.87, -0.53, 0.32], [4.69, 6.44, -2.60], [4.66, 7.39, -3.97], [1.39, -3.13, -3.80], [-5.49, -3.03, -7.05], [6.77, 5.44, 0.27], [-1.18, 0.22, 7.78], [-3.46, -4.26, -7.61], [-2.61, 1.94, -5.69], [0.94, -3.67, 5.00], [-4.97, -0.14, -2.45], [-3.36, -3.01, -3.61], [-4.08, -2.37, -6.14], [-4.02, -3.42, 3.58], [-2.48, 2.26, 2.67], [3.57, -1.42, 0.81], [1.72, -2.94, 7.02], [3.06, -4.89, -1.85], [1.62, 5.82, -2.34], [2.85, -2.33, -4.32], [-1.36, 3.28, 5.51], [3.02, 3.09, 4.95], [-0.26, 0.63, 1.99], [-3.22, 1.52, -4.06], [1.24, -1.77, -4.88], [-6.66, 0.86, 4.63], [-4.16, -7.95, 3.20], [-2.83, -2.37, 4.28], [1.31, -4.49, -1.37], [-2.36, 3.74, -1.15], [3.10, 0.50, 3.31], [-5.86, 1.24, 0.79], [6.26, 7.07, -3.26], [1.73, -1.19, -1.38]], "total_energy_ha": -4650.0438, "e_lumo_ha": 0.0064, "mol_weight_g_mol": 1520.35, "e_homo_ev": -10.95, "homo_lumo_gap_ev": 11.12}